Formula: C56H84O42
Source: OMol25
Level of theory: wB97M-V/def2-TZVPD

Cartesian coordinates (Å):
1 C -6.9219 -0.0536 -6.4594
2 C -6.6631 1.3455 -5.8732
3 C -8.0199 2.0086 -5.5132
4 O -8.0852 1.9349 -4.0969
5 C -6.9716 1.4156 -3.5634
6 O -6.8248 1.2873 -2.3507
7 O -6.0855 1.1219 -4.5305
8 H -7.2975 -0.0261 -7.4823
9 H -7.5347 -0.5886 -5.7339
10 H -6.0468 -0.6907 -6.3314
11 H -6.0827 1.9143 -6.5996
12 H -8.8745 1.4184 -5.8444
13 H -8.1368 3.0475 -5.8215
14 C 8.0632 0.7499 0.5677
15 C 8.9821 -0.4105 0.9058
16 C 10.4571 -0.0270 1.2750
17 O 10.6800 -0.7090 2.5113
18 C 9.4880 -1.3182 2.8692
19 O 9.4396 -2.1797 3.7366
20 O 8.4937 -1.0440 2.0707
21 H 7.8954 1.4202 1.4107
22 H 7.0794 0.3018 0.4284
23 H 8.3753 1.2502 -0.3491
24 H 8.9746 -1.1958 0.1499
25 H 10.4821 1.0443 1.4744
26 H 11.0853 -0.3824 0.4582
27 C -7.2980 6.1377 3.3330
28 C -7.8404 4.8705 2.7033
29 C -7.3271 3.5399 3.2843
30 O -8.4632 2.8607 3.5938
31 C -9.6201 3.5802 3.3676
32 O -10.7611 3.1290 3.5460
33 O -9.2895 4.7780 3.0965
34 H -8.0040 6.9649 3.2595
35 H -6.2563 6.4185 3.1776
36 H -7.2759 6.0448 4.4188
37 H -7.7288 4.8765 1.6190
38 H -6.7707 3.7076 4.2064
39 H -6.6448 2.9756 2.6486
40 C 4.0752 5.1553 -3.2788
41 C 2.5868 5.3902 -3.5282
42 C 2.2541 6.1047 -4.8450
43 O 1.3117 5.2434 -5.4632
44 C 1.1972 4.0881 -4.7908
45 O 0.4415 3.1517 -5.1345
46 O 1.9957 4.1134 -3.7614
47 H 4.1516 4.6032 -2.3421
48 H 4.5656 6.1097 -3.0872
49 H 4.5351 4.6301 -4.1159
50 H 2.1110 5.9142 -2.6993
51 H 3.1486 6.1110 -5.4678
52 H 1.8468 7.1118 -4.7557
53 C -3.0952 -6.6687 -1.7012
54 C -4.3136 -7.2110 -2.3585
55 C -4.2889 -8.6695 -2.7921
56 O -5.0444 -9.4516 -1.8668
57 C -5.7986 -8.5723 -1.1725
58 O -6.6329 -8.9043 -0.3444
59 O -5.4102 -7.2506 -1.4966
60 H -2.7680 -7.1975 -0.8060
61 H -3.3416 -5.6893 -1.2912
62 H -2.2441 -6.7427 -2.3782
63 H -4.5145 -6.5884 -3.2303
64 H -3.2388 -8.9560 -2.8494
65 H -4.6693 -8.7357 -3.8114
66 C -1.0889 -9.0119 -7.5681
67 C -0.4003 -7.6146 -7.6649
68 C -0.7129 -6.9731 -9.0038
69 O -0.8703 -5.5987 -8.6923
70 C -1.0845 -5.4863 -7.3402
71 O -1.3027 -4.4528 -6.7864
72 O -1.0019 -6.7251 -6.7487
73 H -0.7062 -9.4476 -6.6451
74 H -0.7474 -9.6269 -8.4007
75 H -2.1783 -9.0017 -7.6021
76 H 0.6802 -7.6224 -7.5218
77 H -1.5000 -7.4409 -9.5952
78 H 0.1703 -7.0692 -9.6354
79 C 3.0023 -5.8139 7.9985
80 C 2.7084 -4.3512 8.2277
81 C 3.9043 -3.3678 8.1676
82 O 3.4898 -2.4433 7.2600
83 C 2.2469 -2.7313 6.7069
84 O 1.6186 -2.0693 5.8981
85 O 1.8865 -3.8344 7.2167
86 H 3.3896 -6.2578 8.9156
87 H 3.6761 -6.0104 7.1645
88 H 2.0432 -6.2772 7.7671
89 H 2.2115 -4.3418 9.1978
90 H 4.8157 -3.8826 7.8637
91 H 4.0150 -2.8366 9.1129
92 C 3.5800 -0.3052 -9.1046
93 C 4.7017 -0.6620 -8.0505
94 C 5.6306 0.4763 -7.5833
95 O 5.6738 0.2771 -6.1713
96 C 4.7041 -0.5670 -5.7707
97 O 4.5505 -1.0477 -4.6454
98 O 4.0172 -0.9516 -6.8544
99 H 3.9995 -0.3416 -10.1100
100 H 3.2045 0.6981 -8.9036
101 H 2.7330 -0.9895 -9.1540
102 H 5.1635 -1.5767 -8.4221
103 H 5.2119 1.4417 -7.8673
104 H 6.5753 0.2339 -8.0700
105 C 3.3985 -5.3084 0.4243
106 C 4.5940 -4.6537 1.1940
107 C 5.1783 -5.3056 2.4823
108 O 6.3747 -5.9240 2.0305
109 C 6.5919 -5.5248 0.7328
110 O 7.4634 -6.0767 0.0577
111 O 5.6703 -4.6290 0.3208
112 H 2.9079 -4.5722 -0.2124
113 H 2.6765 -5.6778 1.1526
114 H 3.7022 -6.1485 -0.2004
115 H 4.3953 -3.5984 1.3814
116 H 4.5341 -5.9388 3.0924
117 H 5.5289 -4.5327 3.1663
118 C -5.0284 -2.9602 3.5377
119 C -3.7396 -3.2740 4.3107
120 C -3.9454 -3.8158 5.7483
121 O -2.9235 -4.8004 5.8233
122 C -2.4855 -5.1499 4.5844
123 O -1.6286 -5.9204 4.1852
124 O -3.0585 -4.3756 3.6743
125 H -5.1962 -1.8887 3.4293
126 H -5.8860 -3.5549 3.8522
127 H -4.8077 -3.1869 2.4946
128 H -3.0067 -2.4672 4.3141
129 H -4.8340 -4.4016 5.9836
130 H -3.7828 -3.0514 6.5082
131 C -3.9948 7.3781 -1.5913
132 C -3.1946 6.9563 -2.8047
133 C -4.0248 6.3327 -3.8931
134 O -3.9125 7.1971 -4.9976
135 C -3.1483 8.2712 -4.5851
136 O -2.7387 9.1665 -5.3540
137 O -2.7066 8.1910 -3.3698
138 H -4.6532 8.1822 -1.9199
139 H -3.4008 7.7510 -0.7569
140 H -4.6807 6.6120 -1.2296
141 H -2.3358 6.3694 -2.4791
142 H -5.0330 6.2208 -3.4941
143 H -3.6355 5.3484 -4.1533
144 C 3.9829 5.7754 3.8989
145 C 4.9752 6.7806 3.2179
146 C 5.5301 7.9076 4.0952
147 O 6.8517 7.9337 3.6844
148 C 7.2331 6.7654 3.1808
149 O 8.4093 6.5652 2.9520
150 O 6.1412 6.0209 2.9477
151 H 3.6046 5.0345 3.1946
152 H 3.0369 6.1725 4.2668
153 H 4.3137 5.2116 4.7712
154 H 4.5984 7.1238 2.2543
155 H 5.5409 7.7800 5.1777
156 H 4.9409 8.8109 3.9375
157 C -1.6792 0.1149 -0.7500
158 C -0.8409 0.2405 0.5745
159 C 0.5269 0.9742 0.4397
160 O 0.1876 2.2950 0.6287
161 C -0.9765 2.4274 1.2357
162 O -1.4685 3.5056 1.6253
163 O -1.5283 1.2092 1.2534
164 H -1.7380 1.0737 -1.2651
165 H -2.6974 -0.2347 -0.5791
166 H -1.0957 -0.4671 -1.4634
167 H -0.7510 -0.7356 1.0510
168 H 1.0417 0.8000 -0.5051
169 H 1.0797 0.7113 1.3416
170 C -0.2159 2.2469 9.4675
171 C -0.5117 2.8998 8.1596
172 C -1.7962 2.3057 7.5309
173 O -2.5543 3.4754 7.3225
174 C -1.9166 4.5811 7.7475
175 O -2.2477 5.7790 7.6358
176 O -0.7201 4.2984 8.1416
177 H 0.2356 1.2778 9.2551
178 H -1.1563 2.0729 9.9906
179 H 0.4058 2.8212 10.1543
180 H 0.3344 2.7294 7.4939
181 H -2.3076 1.5786 8.1617
182 H -1.5445 1.8934 6.5538

Properties
Highest occupied orbital energy in eV: -10.5
Energy relative to the best compared isomer or geometry (same formula, charge and spin) in eV: 9.1814
Gap between HOMO and LUMO in eV: 10.3
Electronic energy in eV: -145426.241
F_max in eV/Å: 6.22
LUMO level in eV: -0.21